Entry a
ORCA calculation (ωB97M-V with the def2-TZVPD basis set) on an isolated molecule of S2.

Cartesian coordinates (Å):
1 S 0.000 0.000 1.205
2 S 0.000 0.000 -1.205

Its total charge is 0. The spin multiplicity is 1. For the LUMO energy, the calculation gives -3.9 eV. The molar mass is 64.13 g/mol.

Entry b
ORCA calculation (ωB97M-V with the def2-TZVPD basis set) on a cluster of 2 separate species, S2 in total.

Cartesian coordinates (Å):
1 S 1.455 0.050 0.668
2 S -1.455 -0.050 -0.668

Its total charge is 0. The spin multiplicity is 1. For the LUMO energy, the calculation gives -5.0 eV. The molar mass is 64.13 g/mol.

Entry c
ORCA calculation (ωB97M-V with the def2-TZVPD basis set) on a cluster of 2 separate species, S2 in total.

Cartesian coordinates (Å):
1 S 0.054 1.371 0.358
2 S -0.054 -1.371 -0.358

Its total charge is 0. The spin multiplicity is 1. For the LUMO energy, the calculation gives -4.6 eV. The molar mass is 64.13 g/mol.

Entry d
ORCA calculation (ωB97M-V with the def2-TZVPD basis set) on an isolated molecule of S2.

Cartesian coordinates (Å):
1 S 0.000 0.000 1.258
2 S 0.000 0.000 -1.258

Its total charge is 0. The spin multiplicity is 1. For the LUMO energy, the calculation gives -4.1 eV. The molar mass is 64.13 g/mol.

The least stable of them is entry b.

Entry a
ORCA calculation (ωB97M-V with the def2-TZVPD basis set) on a cluster of 2 separate species, C3H9OS in total.

Cartesian coordinates (Å):
1 C -2.888 -0.188 0.997
2 S -1.313 -1.160 1.206
3 H -2.939 0.282 -0.046
4 H -3.794 -0.877 1.111
5 H -3.121 0.596 1.750
6 C 1.907 0.724 -0.251
7 O 0.569 0.888 0.357
8 C 1.699 -0.390 -1.192
9 H 2.271 1.738 -0.450
10 H 2.685 0.270 0.511
11 H -0.062 0.128 0.228
12 H 0.641 -0.279 -1.643
13 H 2.487 -0.494 -2.081
14 H 1.859 -1.237 -0.497

Its total charge is -1. The spin multiplicity is 1. For the LUMO energy, the calculation gives 4.0 eV. The molar mass is 93.17 g/mol.

Entry b
ORCA calculation (ωB97M-V with the def2-TZVPD basis set) on a cluster of 2 separate species, C3H9OS in total.

Cartesian coordinates (Å):
1 C -1.909 -0.557 2.106
2 S -1.738 1.327 2.036
3 H -2.793 -0.906 1.547
4 H -1.964 -0.959 3.137
5 H -0.918 -0.949 1.725
6 C 1.095 0.305 -0.612
7 O -0.314 0.474 -0.585
8 C 1.462 -0.077 -2.051
9 H 1.343 -0.365 0.231
10 H 1.669 1.203 -0.285
11 H -0.767 1.120 0.039
12 H 2.210 -0.883 -2.056
13 H 2.007 0.719 -2.605
14 H 0.618 -0.453 -2.628

Its total charge is -1. The spin multiplicity is 1. For the LUMO energy, the calculation gives 3.9 eV. The molar mass is 93.17 g/mol.

The least stable of them is entry a.

Entry a
ORCA calculation (ωB97M-V with the def2-TZVPD basis set) on an isolated molecule of C2H3Cl2PS.

Cartesian coordinates (Å):
1 S -2.928 0.293 0.399
2 C -0.825 0.726 -0.084
3 C 0.058 -0.133 -0.493
4 P 2.229 -0.097 -0.560
5 Cl 2.314 1.327 0.832
6 Cl 2.357 -1.761 0.595
7 H -2.673 -0.908 -0.067
8 H -0.475 1.741 -0.020
9 H -0.057 -1.187 -0.602

Its total charge is 0. The SMILES is S/C=C/P(Cl)Cl. The spin multiplicity is 1. For the LUMO energy, the calculation gives -0.6 eV. The molar mass is 160.99 g/mol.

Entry b
ORCA calculation (ωB97M-V with the def2-TZVPD basis set) on an isolated molecule of C2H3Cl2PS.

Cartesian coordinates (Å):
1 C -1.594 0.279 -0.074
2 C -0.493 -0.463 -0.024
3 P 1.220 0.088 0.037
4 S 1.524 1.984 0.024
5 Cl 2.129 -0.857 1.639
6 Cl 2.032 -0.861 -1.528
7 H -2.654 -0.010 -0.132
8 H -1.390 1.300 0.118
9 H -0.774 -1.461 -0.060

Its total charge is 0. The SMILES is C=CP(=S)(Cl)Cl. The spin multiplicity is 1. For the LUMO energy, the calculation gives 0.0 eV. The molar mass is 160.99 g/mol.

The least stable of them is entry a.

Entry a
ORCA calculation (ωB97M-V with the def2-TZVPD basis set) on a cluster of 2 separate species, C3H10NO in total.

Cartesian coordinates (Å):
1 C 1.606 1.532 -0.172
2 N 0.930 1.251 1.106
3 H 2.386 0.816 -0.405
4 H 0.952 1.608 -1.045
5 H 2.125 2.510 -0.153
6 H 0.608 0.213 0.963
7 H 0.153 1.870 1.370
8 H 1.653 1.332 1.869
9 C -1.988 -1.255 -1.111
10 C -1.293 -1.073 0.005
11 O 0.147 -0.990 0.005
12 H -1.507 -1.041 -2.059
13 H -3.014 -1.608 -1.154
14 H -1.583 -1.014 1.041
15 H 0.265 -1.127 -0.958

Its total charge is 0. The spin multiplicity is 2. The expectation value of S² is 0.75. For the LUMO energy (alpha / beta), the calculation gives 0.7 / 0.5 eV. The molar mass is 76.12 g/mol.

Entry b
ORCA calculation (ωB97M-V with the def2-TZVPD basis set) on a cluster of 2 separate species, C3H10NO in total.

Cartesian coordinates (Å):
1 C -1.925 0.442 1.301
2 N -1.603 -0.882 0.627
3 H -1.206 0.460 2.132
4 H -2.961 0.395 1.621
5 H -1.728 1.290 0.653
6 H -0.794 -0.761 -0.039
7 H -1.419 -1.569 1.385
8 H -2.422 -1.299 0.115
9 C 2.696 0.821 -1.145
10 C 1.498 0.347 -1.462
11 O 0.961 -0.725 -0.753
12 H 3.144 0.409 -0.248
13 H 3.108 1.714 -1.579
14 H 1.003 0.457 -2.417
15 H 1.648 -1.101 -0.190

Its total charge is 0. The spin multiplicity is 2. The expectation value of S² is 0.75. For the LUMO energy (alpha / beta), the calculation gives 1.0 / 0.7 eV. The molar mass is 76.12 g/mol.

The least stable of them is entry a.

Entry a
ORCA calculation (ωB97M-V with the def2-TZVPD basis set) on a cluster of 2 separate species, C4H8IN2 in total.

Cartesian coordinates (Å):
1 C 1.012 0.253 1.607
2 C 0.299 -0.927 0.901
3 C 0.784 1.024 -0.403
4 C -1.293 -0.334 -0.773
5 N 1.160 1.290 0.847
6 N 0.177 -0.403 -0.427
7 I 1.804 1.713 -2.115
8 H 1.302 0.219 2.625
9 H 0.883 -1.894 0.972
10 H -0.614 -1.146 1.499
11 H -1.090 2.178 -1.109
12 H -1.673 -1.292 -0.990
13 H -2.006 -0.085 0.063
14 H -1.517 0.331 -1.543
15 H 0.773 -0.926 -1.153

Its total charge is +1. The spin multiplicity is 1. For the LUMO energy (alpha / beta), the calculation gives -5.3 / -4.7 eV. The molar mass is 211.03 g/mol.

Entry b
ORCA calculation (ωB97M-V with the def2-TZVPD basis set) on the ion C4H8IN2 with charge +1.

Cartesian coordinates (Å):
1 C 0.025 -2.364 0.222
2 C 0.536 -0.934 0.036
3 C -1.753 -0.360 -0.595
4 C -0.329 1.463 0.102
5 N -1.084 -2.745 -0.024
6 N -0.636 0.014 0.211
7 I -3.653 0.059 0.026
8 H 0.878 -3.187 0.330
9 H 1.406 -0.799 0.577
10 H 0.797 -0.900 -0.989
11 H -1.557 -0.237 -1.640
12 H 0.680 1.670 0.695
13 H -0.135 1.966 -0.930
14 H -1.170 1.952 0.694
15 H -1.034 -0.194 1.148

Its total charge is +1. The spin multiplicity is 1. For the LUMO energy (alpha / beta), the calculation gives -5.1 / -4.8 eV. The molar mass is 211.03 g/mol.

Entry c
ORCA calculation (ωB97M-V with the def2-TZVPD basis set) on a structure of composition C4H8IN2.

Cartesian coordinates (Å):
1 C -0.207 -0.773 -0.793
2 C 2.908 0.162 1.244
3 C 1.787 0.156 0.609
4 C 0.228 1.731 -0.169
5 N 0.755 0.408 -0.021
6 N -0.553 -1.792 0.081
7 I 4.508 -0.086 -0.123
8 H -0.950 -0.168 -1.175
9 H 0.653 -1.048 -1.402
10 H 3.165 -0.124 2.237
11 H -0.584 2.019 0.633
12 H 1.122 2.439 -0.316
13 H -0.271 1.660 -1.131
14 H 0.180 -2.406 0.479
15 H -1.447 -1.756 0.501

Its total charge is +1. The spin multiplicity is 1. For the LUMO energy, the calculation gives -4.5 eV. The molar mass is 211.03 g/mol.

Entry d
ORCA calculation (ωB97M-V with the def2-TZVPD basis set) on the ion C4H8IN2 with charge +1.

Cartesian coordinates (Å):
1 C 0.848 -1.023 -0.474
2 C 0.038 -0.276 0.550
3 C -0.135 1.236 0.104
4 N -1.596 1.384 0.020
5 C -2.209 0.266 0.222
6 I -4.299 -0.055 -0.117
7 N -1.335 -0.711 0.521
8 H 0.356 -1.065 -1.506
9 H 0.906 -2.040 -0.295
10 H 1.933 -0.883 -0.417
11 H 0.278 -0.216 1.643
12 H 0.259 1.897 0.837
13 H 0.039 1.447 -0.992
14 H -1.984 2.322 0.119
15 H -1.795 -1.566 0.820

Its total charge is +1. The SMILES is C[C@H]1C[NH+]=C(I)N1. The spin multiplicity is 1. For the LUMO energy, the calculation gives -4.3 eV. The molar mass is 211.03 g/mol.

The least stable of them is entry a.

Entry a
ORCA calculation (ωB97M-V with the def2-TZVPD basis set) on a structure of composition C15H11N3O6S3Zn.

Cartesian coordinates (Å):
1 Zn -0.684 -0.520 0.526
2 O 0.932 0.946 0.066
3 N 1.890 1.018 0.943
4 C 3.109 1.395 0.504
5 C 4.175 1.534 1.354
6 C 3.984 1.262 2.709
7 C 2.743 0.864 3.141
8 C 1.650 0.729 2.265
9 S 0.097 0.224 2.759
10 H 3.141 1.577 -0.559
11 H 5.131 1.843 0.956
12 H 4.802 1.355 3.412
13 H 2.558 0.629 4.179
14 O 0.279 3.612 -3.734
15 S -1.007 3.472 -3.091
16 O -2.117 4.097 -3.776
17 N -1.335 1.946 -2.695
18 C -1.405 1.769 -1.381
19 O -1.721 0.702 -0.822
20 C -1.167 3.039 -0.591
21 C -1.204 3.228 0.779
22 C -0.955 4.502 1.271
23 C -0.685 5.565 0.410
24 C -0.669 5.376 -0.966
25 C -0.917 4.100 -1.433
26 H -1.382 2.392 1.442
27 H -0.958 4.667 2.342
28 H -0.486 6.549 0.820
29 H -0.468 6.192 -1.648
30 S 0.871 -2.016 -0.533
31 C 0.404 -3.593 -0.171
32 N 0.126 -4.700 0.035
33 C -3.018 -2.345 -0.774
34 C -3.242 -1.995 0.690
35 O -4.272 -2.359 1.253
36 O -2.285 -1.365 1.277
37 H -3.931 -2.753 -1.202
38 H -2.221 -3.091 -0.844
39 H -2.699 -1.462 -1.331

Its total charge is -2. The spin multiplicity is 1. For the LUMO energy, the calculation gives 4.4 eV. The molar mass is 490.86 g/mol.

Entry b
ORCA calculation (ωB97M-V with the def2-TZVPD basis set) on a structure of composition C15H11N3O6S3Zn.

Cartesian coordinates (Å):
1 Zn 1.248 1.302 0.487
2 O -0.903 0.753 0.283
3 N -1.578 0.903 1.390
4 C -2.870 1.282 1.294
5 C -3.670 1.425 2.397
6 C -3.113 1.186 3.654
7 C -1.791 0.828 3.743
8 C -0.975 0.679 2.605
9 S 0.675 0.254 2.658
10 H -3.186 1.449 0.275
11 H -4.699 1.728 2.270
12 H -3.709 1.294 4.552
13 H -1.319 0.653 4.699
14 O -1.584 -1.299 -4.348
15 S -0.300 -1.752 -3.863
16 O 0.493 -2.515 -4.801
17 N 0.545 -0.560 -3.188
18 C 0.710 -0.747 -1.883
19 O 1.331 -0.009 -1.099
20 C 0.071 -2.015 -1.366
21 C 0.046 -2.483 -0.064
22 C -0.611 -3.684 0.176
23 C -1.221 -4.389 -0.861
24 C -1.197 -3.907 -2.165
25 C -0.542 -2.711 -2.383
26 H 0.513 -1.909 0.727
27 H -0.653 -4.079 1.184
28 H -1.726 -5.324 -0.645
29 H -1.673 -4.444 -2.976
30 S 0.292 3.491 0.185
31 C 1.468 4.649 0.503
32 N 2.237 5.495 0.696
33 C 3.821 2.359 -1.170
34 C 4.166 1.673 0.146
35 O 5.344 1.513 0.463
36 O 3.167 1.302 0.875
37 H 4.716 2.470 -1.781
38 H 3.411 3.348 -0.953
39 H 3.065 1.791 -1.712

Its total charge is -2. The spin multiplicity is 1. For the LUMO energy, the calculation gives 4.4 eV. The molar mass is 490.86 g/mol.

The least stable of them is entry b.